C19H12CrF3N4O9S2 | ωB97M-V with the def2-TZVPD basis set

Output
Kohn-Sham gap (alpha / beta): 6.798 / 6.998 eV
Lowest unoccupied orbital energy (alpha / beta): 0.171 / 0.171 Eh
2S+1: 2
⟨S²⟩: 0.76
F_max: 1.12 eV/A
Calculated total energy: -102534.906 eV
Charge: -2
Energy relative to the best compared isomer or geometry (same formula, charge and spin): 93.2 kJ/mol

The geometry in XYZ format:
```
50
Properties=species:S:1:pos:R:3:forces:R:3
Cr 0.4526 -0.0305 0.1148 0.947 -0.332 -0.488
O 2.5767 1.9629 2.8322 0.126 0.024 0.082
C 1.7773 1.5115 2.0247 -0.352 0.132 -0.095
N 1.4131 0.2398 1.7684 -0.069 0.021 0.100
C 1.4888 -0.7961 2.7152 0.002 0.288 -0.112
C 2.3018 -0.8147 3.8378 0.078 -0.045 0.015
C 2.1799 -1.8574 4.7549 0.003 0.039 -0.059
C 1.2478 -2.8563 4.5357 -0.031 0.039 -0.062
C 0.4332 -2.8431 3.4026 0.060 -0.066 0.019
C 0.5467 -1.8121 2.4683 -0.243 0.046 -0.170
N -0.2223 -1.6013 1.2967 -0.114 -0.234 -0.032
C -1.0269 -2.5879 0.8476 -0.162 0.223 0.126
O -1.2326 -3.6948 1.3516 0.042 -0.100 -0.011
C -1.7880 -2.3001 -0.4288 -0.068 -0.034 0.080
C -1.3174 -2.8165 -1.6320 0.061 0.009 -0.042
C -2.0335 -2.5673 -2.7819 -0.005 0.016 -0.027
C -3.2202 -1.8514 -2.6878 0.017 0.023 -0.010
C -3.6303 -1.4272 -1.4379 0.094 -0.046 0.123
N -2.9378 -1.6378 -0.3151 0.009 0.056 -0.147
C 0.8840 2.4634 1.2339 0.145 -0.402 0.278
C 1.0964 3.8198 1.1867 0.042 0.224 0.001
C 0.1692 4.6051 0.5169 0.100 0.059 0.059
C -0.9333 4.0064 -0.0614 -0.086 -0.057 0.001
C -1.0613 2.6285 0.0124 -0.047 -0.047 0.078
N -0.1706 1.8777 0.6557 -0.049 0.372 -0.111
H 3.0162 -0.0174 3.9784 -0.017 -0.016 0.009
H 2.8165 -1.8803 5.6327 -0.001 0.003 -0.010
H 1.1406 -3.6662 5.2501 0.013 -0.002 -0.025
H -0.2816 -3.6306 3.2354 -0.003 0.035 0.001
H -0.3780 -3.3516 -1.6534 0.027 0.063 0.008
H -1.6561 -2.8947 -3.7428 -0.012 -0.002 0.005
H -3.7972 -1.5985 -3.5688 -0.023 -0.032 0.018
H -4.5629 -0.8814 -1.3234 0.010 0.030 -0.003
H 1.9838 4.2205 1.6571 -0.033 -0.002 0.018
H 0.3138 5.6764 0.4383 0.001 -0.007 0.002
H -1.6670 4.5793 -0.6110 0.006 -0.009 0.007
H -1.8650 2.0986 -0.4778 0.038 -0.029 -0.048
O 0.6901 -0.0424 -3.4113 -0.162 0.086 0.088
S 0.2435 0.8589 -2.3744 -0.152 0.309 0.306
O -0.2876 2.1194 -2.8701 0.024 -0.089 0.151
O -0.7862 0.1623 -1.4646 0.096 -0.177 -0.164
O 1.3411 1.1172 -1.3144 -0.771 -0.250 -0.285
F 3.2456 -1.3375 -3.8206 -0.001 -0.105 -0.260
C 3.5640 -0.5783 -2.7770 -0.436 -0.207 0.454
F 3.2287 0.6665 -3.0341 0.204 0.223 0.002
F 4.9116 -0.5993 -2.6493 0.063 -0.025 -0.149
S 2.9815 -1.3931 -1.1671 -0.130 -0.648 0.712
O 3.6178 -0.5766 -0.1657 0.016 0.064 -0.142
O 3.5439 -2.6964 -1.4365 -0.135 0.016 0.090
O 1.4990 -1.5238 -0.9134 0.878 0.563 -0.379
```
Forces are in eV/Å.

Mulliken atomic charge list, values in e, 5 entries: atom 1 (Cr): 0.08, atom 2 (O): -0.79, atom 3 (C): -0.28, atom 4 (N): 0.84, atom 5 (C): -0.44